# 1
Molecular formula: C3H6O2S
Method: DFT, ωB97M-V with the def2-TZVPD basis set

Results
total charge: 0
lowest unoccupied orbital energy: -0.5 eV
2S+1: 1
ΔE to the lowest compared entry with this formula, charge and spin: 125.4 kcal/mol
HOMO-LUMO gap: 8.66 eV

```
12
C3H6O2S | the OMol25 dataset | ωB97M-V with the def2-TZVPD basis set
C -0.37 0.76 0.63
C 0.49 -0.50 0.45
C 0.34 -0.79 -0.99
H -1.27 0.68 3.21
H 0.14 1.68 1.28
H -0.73 1.04 -0.56
H -0.78 -0.82 -1.05
H 0.70 -1.77 -1.37
H 1.53 -0.07 -2.68
O 1.25 -1.11 1.22
O 0.61 0.34 -1.80
S -1.91 0.57 1.67
```

Results of the natural (NBO) charge analysis, in e, for atoms 1 through 8:
1. C -0.6660
2. C 0.5318
3. C -0.1868
4. H 0.1650
5. H 0.2758
6. H 0.2841
7. H 0.1812
8. H 0.2038


# 2
Molecular formula: C5H9OP
Method: DFT, ωB97M-V with the def2-TZVPD basis set

Results
total charge: 0
lowest unoccupied orbital energy (spin up / spin down): 0.9 / -2.4 eV
<S²>: 2.01
2S+1: 3
ΔE to the lowest compared entry with this formula, charge and spin: 51.3 kcal/mol
HOMO-LUMO gap (spin up / spin down): 7.45 / 7.09 eV

```
16
C5H9OP | the OMol25 dataset | ωB97M-V with the def2-TZVPD basis set
C -0.92 0.50 0.34
C -1.86 -0.69 0.11
C 1.03 -1.13 -0.28
C 0.56 0.27 -0.11
C 1.48 1.24 0.58
O 0.81 -0.26 -1.33
P -2.48 -1.42 -1.28
H -1.20 1.46 -0.02
H -1.02 0.59 1.46
H -2.27 -0.98 1.04
H 0.33 -1.84 -0.35
H 2.09 -1.43 -0.17
H 1.78 0.93 1.64
H 1.03 2.16 0.68
H 2.44 1.38 0.03
H -1.79 -0.79 -2.33
```

Results of the natural (NBO) charge analysis, in e, for atoms 1 through 8:
1. C -0.4885
2. C -0.4637
3. C -0.1136
4. C 0.2334
5. C -0.6316
6. O -0.4769
7. P 0.3608
8. H 0.2216


> What is the total charge in the second record?

0


> Which value of ΔE to the lowest compared entry with this formula, charge and spin does entry 2 give?

51.3 kcal/mol


> Which value of ΔE to the lowest compared entry with this formula, charge and spin does entry 1 give?

125.4 kcal/mol


> Which of these has the lowest 2S+1?

C3H6O2S